Entry 1:
The following is a quantum chemistry calculation of a molecular structure, C42H21F19GeMgN6SSe, from OMol25.

Element x y z (Å)
Mg1 -0.734 0.252 -1.790
C1 -3.028 2.279 -3.690
C2 -2.120 2.998 -2.716
N1 -1.806 2.226 -1.493
C3 -2.971 2.225 -0.569
C4 -3.710 0.900 -0.495
C5 -0.642 2.893 -0.846
C6 0.626 2.816 -1.703
N2 0.673 1.521 -2.360
C7 1.508 1.337 -3.402
C8 1.288 0.220 -4.233
F1 0.214 -0.572 -3.913
C9 2.042 -0.086 -5.337
F2 1.726 -1.176 -6.060
C10 3.105 0.715 -5.716
C11 3.354 1.819 -4.923
F3 4.382 2.627 -5.231
C12 2.601 2.129 -3.806
F4 2.971 3.204 -3.074
H1 -3.228 2.918 -4.550
H2 -3.985 2.004 -3.245
H3 -2.523 1.385 -4.060
H4 -2.560 3.957 -2.415
H5 -1.185 3.214 -3.226
H6 -3.672 3.005 -0.887
H7 -2.618 2.497 0.427
H8 -4.084 0.596 -1.472
H9 -4.563 0.995 0.177
H10 -3.070 0.114 -0.092
H11 -0.475 2.384 0.102
H12 -0.882 3.942 -0.634
H13 1.475 2.990 -1.035
H14 0.643 3.631 -2.435
H15 3.713 0.488 -6.577
Se1 -2.621 -7.171 -0.505
N3 -3.396 -5.911 -1.489
C13 -2.608 -4.867 -1.470
C14 -2.911 -3.618 -2.161
C15 -4.039 -3.469 -2.963
C16 -4.248 -2.262 -3.586
C17 -3.354 -1.223 -3.348
N4 -2.283 -1.335 -2.572
C18 -2.036 -2.538 -2.019
C19 -0.763 -2.709 -1.302
N5 0.079 -1.675 -1.340
C20 1.277 -1.803 -0.792
C21 1.687 -2.958 -0.135
C22 0.810 -4.015 -0.052
C23 -0.438 -3.906 -0.665
C24 -1.394 -5.003 -0.710
N6 -1.214 -6.157 -0.121
H16 -4.716 -4.304 -3.084
H17 -5.095 -2.098 -4.236
H18 -3.533 -0.256 -3.789
H19 1.924 -0.941 -0.869
H20 2.670 -3.002 0.311
H21 1.065 -4.931 0.463
F5 2.808 -2.137 2.981
C25 1.624 -2.409 3.571
C26 0.636 -1.449 3.636
C27 -0.566 -1.849 4.201
F6 -1.606 -1.008 4.227
C28 -0.767 -3.117 4.717
F7 -1.938 -3.464 5.254
C29 0.261 -4.044 4.655
F8 0.086 -5.273 5.141
C30 1.464 -3.691 4.071
F9 2.450 -4.590 3.981
Ge1 0.687 0.285 2.671
S1 -0.720 -0.001 1.109
C31 2.612 0.698 2.373
C32 3.452 0.632 3.472
F10 2.952 0.293 4.671
C33 4.811 0.878 3.399
F11 5.584 0.794 4.482
C34 5.370 1.210 2.175
F12 6.676 1.451 2.081
C35 4.564 1.297 1.054
F13 5.093 1.628 -0.125
C36 3.206 1.045 1.176
F14 2.463 1.175 0.062
C37 0.337 1.806 3.904
C38 0.121 1.778 5.271
F15 0.144 0.632 5.954
C39 -0.071 2.935 6.012
F16 -0.276 2.874 7.329
C40 -0.034 4.167 5.383
F17 -0.212 5.284 6.086
C41 0.204 4.236 4.020
F18 0.254 5.422 3.409
C42 0.384 3.059 3.318
F19 0.618 3.157 1.994

Atoms 1-6, force components in eV/Å:
-0.31 -0.17 0.23
0.02 0.02 0.04
-0.03 -0.07 -0.07
0.04 0.05 -0.03
-0.07 0.02 0.04
-0.02 0.04 -0.03

As for the orbital gap: 6.0 eV. As for the molecular weight: 1178.58 g/mol.


Entry 2:
The following is a quantum chemistry calculation of a molecular structure, C42H30Br2N5O12ReS at a distorted geometry, from OMol25.

Element x y z (Å)
Re1 0.364 -0.840 0.881
O1 4.506 -0.824 0.683
C1 3.403 -0.902 1.178
O2 2.319 -0.592 0.495
C2 3.276 -1.325 2.625
C3 4.436 -1.310 3.357
C4 4.429 -1.587 4.716
C5 3.256 -1.886 5.366
C6 2.086 -1.950 4.643
C7 2.045 -1.656 3.244
O3 0.907 -1.697 2.605
N1 0.872 -2.263 5.414
O4 0.914 -2.057 6.623
O5 -0.099 -2.738 4.856
N2 5.677 -1.551 5.475
O6 6.703 -1.271 4.878
O7 5.636 -1.804 6.671
H1 5.362 -1.064 2.860
H2 3.244 -2.077 6.426
O8 2.110 1.525 2.627
S1 0.906 2.157 2.177
O9 0.304 3.135 3.044
N3 -0.201 0.958 1.827
C8 -1.470 0.946 2.449
C9 -2.152 1.979 3.071
C10 -3.381 1.753 3.719
C11 -3.956 0.521 3.782
C12 -3.320 -0.555 3.133
C13 -3.802 -1.878 3.164
C14 -3.107 -2.872 2.537
C15 -1.953 -2.550 1.818
N4 -1.500 -1.316 1.730
C16 -2.121 -0.319 2.430
C17 1.265 3.034 0.680
C18 0.607 4.247 0.496
C19 0.959 5.052 -0.575
C20 1.957 4.644 -1.451
C21 2.593 3.424 -1.266
C22 2.259 2.612 -0.193
H3 -1.715 2.959 3.098
H4 -3.868 2.595 4.199
H5 -4.883 0.351 4.320
H6 -4.715 -2.097 3.708
H7 -3.430 -3.903 2.580
H8 -1.391 -3.313 1.302
H9 -0.149 4.557 1.207
H10 0.453 5.999 -0.724
H11 2.243 5.281 -2.281
H12 3.368 3.103 -1.954
H13 2.764 1.668 -0.037
C23 -3.538 -0.803 -1.682
C24 -2.687 -1.982 -2.076
C25 -3.040 -2.781 -3.188
C26 -2.302 -3.883 -3.485
C27 -1.181 -4.216 -2.692
C28 -0.382 -5.364 -2.876
Br1 -0.789 -6.616 -4.251
C29 0.684 -5.609 -2.067
C30 1.023 -4.694 -1.061
Br2 2.532 -5.049 0.022
C31 0.325 -3.519 -0.831
O10 0.762 -2.691 0.101
C32 -0.854 -3.320 -1.643
N5 -1.627 -2.247 -1.356
H14 -3.840 -0.232 -2.564
H15 -2.983 -0.152 -1.008
H16 -4.448 -1.138 -1.175
H17 -3.893 -2.501 -3.797
H18 -2.557 -4.506 -4.331
H19 1.280 -6.502 -2.195
C33 -0.634 4.900 -5.427
C34 -0.462 3.693 -4.536
C35 -1.327 3.460 -3.480
C36 -1.197 2.352 -2.641
C37 -2.211 2.202 -1.527
C38 -0.172 1.430 -2.896
C39 0.730 1.661 -3.953
C40 1.891 0.734 -4.230
C41 0.571 2.789 -4.746
C42 -0.009 0.152 -2.095
O11 0.124 -0.903 -2.683
O12 -0.008 0.300 -0.790
H20 -1.194 5.684 -4.914
H21 -1.186 4.637 -6.334
H22 0.332 5.305 -5.734
H23 -2.131 4.168 -3.285
H24 -2.602 3.182 -1.245
H25 -1.782 1.732 -0.648
H26 -3.057 1.590 -1.860
H27 2.477 0.559 -3.322
H28 2.544 1.155 -4.995
H29 1.537 -0.242 -4.557
H30 1.275 2.965 -5.556

Atoms 1-6, force components in eV/Å:
1.24 -0.43 -0.89
-0.06 0.07 -0.03
-0.19 -0.04 -0.14
-0.16 0.28 0.23
-0.38 0.11 -0.19
0.41 0.01 0.15

Its total charge is -1. As for the expectation value of S²: 3.770. As for the orbital gap (alpha / beta): 7.0 / 6.8 eV. As for the molecular weight: 1174.81 g/mol. Its spin multiplicity is 4.


Entry 3:
The following is a quantum chemistry calculation of a molecular structure, C42H30Cl3F2N3O2P2S2Sr at a distorted geometry, from OMol25.

Element x y z (Å)
Sr1 -0.155 1.017 -0.225
S1 0.172 -0.200 2.446
P1 -0.475 -1.617 1.112
C1 0.067 -1.570 -0.489
P2 1.732 -1.431 -0.785
S2 2.676 0.410 -0.728
C2 2.118 -2.091 -2.454
C3 1.084 -2.380 -3.334
C4 1.364 -2.820 -4.622
C5 2.680 -2.994 -5.024
C6 3.718 -2.714 -4.142
C7 3.438 -2.254 -2.865
C8 2.677 -2.555 0.351
C9 3.454 -2.068 1.394
C10 4.045 -2.942 2.299
C11 3.877 -4.312 2.160
C12 3.113 -4.809 1.110
C13 2.518 -3.934 0.216
C14 -2.308 -1.407 1.138
C15 -2.964 -1.033 2.313
C16 -4.343 -0.911 2.323
C17 -5.078 -1.149 1.164
C18 -4.432 -1.507 -0.005
C19 -3.046 -1.642 -0.018
C20 -0.270 -3.286 1.892
C21 -0.649 -4.401 1.147
C22 -0.547 -5.675 1.681
C23 -0.048 -5.850 2.967
C24 0.339 -4.746 3.711
C25 0.218 -3.467 3.179
H1 0.065 -2.233 -2.989
H2 0.554 -3.009 -5.315
H3 2.900 -3.330 -6.030
H4 4.747 -2.835 -4.459
H5 4.241 -1.996 -2.184
H6 3.570 -0.995 1.493
H7 4.634 -2.549 3.119
H8 4.333 -4.993 2.869
H9 2.967 -5.877 1.001
H10 1.902 -4.318 -0.591
H11 -2.379 -0.798 3.192
H12 -4.850 -0.602 3.230
H13 -6.156 -1.029 1.174
H14 -4.988 -1.642 -0.924
H15 -2.517 -1.863 -0.937
H16 -1.003 -4.252 0.132
H17 -0.844 -6.534 1.091
H18 0.044 -6.846 3.384
H19 0.740 -4.879 4.709
H20 0.522 -2.592 3.743
F1 -2.293 6.648 -2.332
C26 -1.393 6.198 -1.437
C27 -1.085 4.848 -1.397
C28 -0.182 4.540 -0.426
C29 0.463 5.356 0.464
C30 0.090 6.690 0.358
F2 0.629 7.616 1.190
C31 -0.828 7.128 -0.578
C32 1.425 4.708 1.389
C33 2.262 5.404 2.253
C34 3.152 4.689 3.038
C35 3.191 3.312 2.933
C36 2.332 2.696 2.029
N1 1.470 3.370 1.279
H21 -1.526 4.120 -2.065
H22 -1.105 8.170 -0.641
H23 2.213 6.481 2.298
H24 3.814 5.208 3.720
H25 3.874 2.717 3.525
H26 2.334 1.619 1.897
O1 -2.276 3.300 1.555
C37 -3.017 2.794 0.719
C38 -4.538 2.970 0.717
C39 -4.947 2.364 -0.617
C40 -3.679 1.627 -1.066
O2 -3.659 0.838 -1.996
N2 -2.615 1.993 -0.298
H27 -4.792 4.020 0.858
H28 -4.928 2.410 1.570
H29 -5.166 3.125 -1.369
H30 -5.788 1.671 -0.588
Cl1 0.522 3.506 -6.507
C41 0.644 1.107 -5.310
Cl2 -0.459 0.238 -6.292
Cl3 2.306 0.746 -5.493
C42 0.213 1.509 -4.037
N3 -0.112 1.777 -2.962

Atoms 1-6, force components in eV/Å:
-0.33 1.79 -0.60
0.05 -0.39 -0.01
0.33 -0.34 0.17
0.11 0.10 0.33
0.27 -0.18 0.44
-0.31 -0.69 -0.03

Its total charge is -2. As for the orbital gap (alpha / beta): 6.1 / 6.7 eV. As for the molecular weight: 966.78 g/mol.


Entry 4:
The following is a quantum chemistry calculation of a molecular structure, C42H31BrCoNO3P2S at a distorted geometry, from OMol25.

Element x y z (Å)
Co1 0.314 -0.344 -0.403
O1 0.055 1.650 -0.489
S1 -1.281 2.081 0.104
C1 -0.772 2.495 1.757
C2 -1.201 3.707 2.277
C3 -0.733 4.113 3.517
C4 0.162 3.310 4.209
C5 0.588 2.106 3.670
C6 0.143 1.679 2.421
P1 0.633 -0.016 1.860
C7 -0.136 -0.855 3.309
C8 -1.444 -0.488 3.642
C9 -2.042 -0.965 4.795
C10 -1.342 -1.823 5.635
C11 -0.049 -2.194 5.310
C12 0.556 -1.710 4.155
C13 2.427 -0.088 2.109
C14 3.193 1.075 2.140
C15 4.577 0.995 2.223
C16 5.199 -0.241 2.268
C17 4.441 -1.405 2.210
C18 3.064 -1.329 2.114
C19 -2.569 0.806 0.500
C20 -3.672 1.558 0.912
C21 -4.890 0.978 1.197
C22 -5.048 -0.385 1.009
C23 -3.969 -1.132 0.578
C24 -2.704 -0.586 0.337
P2 -1.339 -1.768 -0.113
C25 -1.108 -2.958 1.228
C26 -2.003 -3.268 2.244
C27 -1.709 -4.296 3.130
C28 -0.530 -5.015 3.001
C29 0.371 -4.704 1.992
C30 0.085 -3.676 1.107
C31 -2.047 -2.867 -1.384
C32 -2.948 -3.879 -1.047
C33 -3.467 -4.715 -2.022
C34 -3.070 -4.574 -3.344
C35 -2.137 -3.609 -3.684
C36 -1.625 -2.764 -2.708
H1 -1.879 4.334 1.713
H2 -1.057 5.057 3.934
H3 0.530 3.622 5.177
H4 1.271 1.480 4.231
H5 -2.001 0.197 3.015
H6 -3.050 -0.658 5.041
H7 -1.801 -2.190 6.544
H8 0.507 -2.855 5.962
H9 1.578 -1.991 3.945
H10 2.722 2.046 2.087
H11 5.166 1.902 2.244
H12 6.277 -0.302 2.328
H13 4.927 -2.371 2.207
H14 2.487 -2.238 2.002
H15 -3.576 2.636 0.991
H16 -5.716 1.594 1.527
H17 -6.003 -0.860 1.184
H18 -4.113 -2.189 0.413
H19 -2.921 -2.710 2.363
H20 -2.403 -4.532 3.925
H21 -0.310 -5.817 3.694
H22 1.294 -5.260 1.891
H23 0.792 -3.422 0.322
H24 -3.223 -4.050 -0.014
H25 -4.166 -5.492 -1.743
H26 -3.470 -5.235 -4.102
H27 -1.794 -3.517 -4.706
H28 -0.872 -2.045 -2.981
Br1 -1.999 0.745 -2.863
C37 -0.239 0.268 -3.337
C38 0.147 0.452 -4.651
C39 1.431 0.076 -5.017
C40 2.266 -0.471 -4.060
C41 1.794 -0.618 -2.771
N1 0.550 -0.257 -2.404
C42 2.650 -1.237 -1.678
O2 3.764 -1.625 -1.956
O3 2.056 -1.273 -0.541
H29 -0.548 0.879 -5.358
H30 1.762 0.209 -6.038
H31 3.277 -0.796 -4.259

Atoms 1-6, force components in eV/Å:
1.13 -0.01 -0.29
-0.80 -0.33 -0.19
0.27 0.13 0.17
0.09 -0.03 0.02
0.03 -0.06 0.05
-0.01 0.01 0.01

Its total charge is +1. As for the expectation value of S²: 0.763. As for the orbital gap (alpha / beta): 8.2 / 8.8 eV. As for the molecular weight: 830.57 g/mol. Its spin multiplicity is 2.


Entry 5:
The following is a quantum chemistry calculation of a molecular structure, C42H33BCrF6O5S at a distorted geometry, from OMol25.

Element x y z (Å)
C1 -2.183 3.117 -4.081
C2 -1.606 1.837 -3.648
C3 -1.011 0.883 -4.474
C4 -0.628 -0.319 -3.898
C5 -1.083 -0.507 -2.469
B1 -0.141 2.432 1.521
C6 0.919 3.086 0.608
C7 1.897 3.852 1.258
C8 2.816 4.547 0.499
C9 3.850 5.342 1.237
F1 4.559 6.184 0.437
F2 3.267 6.106 2.216
F3 4.748 4.517 1.863
C10 2.808 4.518 -0.897
C11 1.869 3.708 -1.538
C12 1.886 3.750 -3.052
F4 1.353 2.625 -3.628
F5 1.158 4.796 -3.549
F6 3.150 3.869 -3.564
C13 0.964 2.963 -0.796
O1 -1.168 1.760 1.770
C14 -2.747 1.604 1.632
C15 -3.393 0.514 0.744
C16 -3.731 -0.734 1.541
C17 -4.548 1.085 -0.086
C18 -2.508 -0.110 -0.271
O2 -1.305 -0.193 0.083
S1 -1.604 1.264 -2.072
H1 -2.432 3.066 -5.145
H2 -3.109 3.323 -3.532
H3 -1.502 3.962 -3.922
H4 -0.868 1.104 -5.525
H5 -0.262 -1.174 -4.448
H6 1.918 3.897 2.341
H7 3.521 5.112 -1.467
H8 0.345 2.234 -1.326
H9 -2.946 1.413 2.679
H10 -3.005 2.609 1.316
H11 -4.225 -1.501 0.934
H12 -2.808 -1.174 1.935
H13 -4.373 -0.475 2.379
H14 -4.993 0.331 -0.765
H15 -5.338 1.469 0.562
H16 -4.194 1.906 -0.739
H17 -3.002 -0.730 -1.081
H18 -2.057 -1.032 -2.541
O3 2.125 -5.357 5.804
C19 1.485 -4.485 5.333
Cr1 0.699 -3.006 4.403
C20 1.868 -3.424 3.000
O4 2.665 -3.606 2.161
C21 2.232 -2.025 5.043
O5 3.236 -1.591 5.331
C22 -1.011 -2.718 5.673
C23 -1.276 -3.770 4.781
C24 -1.073 -3.603 3.406
C25 -0.674 -2.360 2.853
C26 -0.410 -2.163 1.417
C27 -0.324 -1.758 0.237
C28 -0.146 -1.080 -1.529
C29 1.135 -0.283 -1.203
C30 1.791 -0.131 0.056
C31 3.097 0.382 0.131
C32 3.758 0.826 -1.010
C33 3.113 0.707 -2.240
C34 1.831 0.198 -2.300
C35 -0.105 -2.565 -1.860
C36 -1.050 -3.497 -1.412
C37 -0.989 -4.793 -1.934
C38 -0.150 -5.063 -3.036
C39 0.682 -4.058 -3.543
C40 0.810 -2.855 -2.846
C41 -0.446 -1.311 3.774
C42 -0.614 -1.477 5.155
H19 -1.106 -2.861 6.757
H20 -1.596 -4.743 5.164
H21 -1.226 -4.435 2.715
H22 1.330 -0.438 1.002
H23 3.610 0.432 1.107
H24 4.762 1.245 -0.972
H25 3.597 0.970 -3.164
H26 1.372 0.068 -3.270
H27 -1.803 -3.280 -0.635
H28 -1.606 -5.592 -1.500
H29 -0.151 -6.059 -3.493
H30 1.265 -4.180 -4.459
H31 1.540 -2.103 -3.125
H32 -0.112 -0.354 3.363
H33 -0.393 -0.642 5.823

Atoms 1-6, force components in eV/Å:
-0.42 0.58 0.03
0.19 -0.78 -1.33
0.27 -0.84 0.00
-0.41 0.30 -0.71
-2.29 2.90 -1.25
-0.62 -0.53 -2.84

Its total charge is +3. As for the expectation value of S²: 3.806. As for the orbital gap (alpha / beta): 5.7 / 4.8 eV. As for the molecular weight: 826.58 g/mol. Its spin multiplicity is 4.